No. 1
Computed, not measured: a 6-piece molecular cluster, C10H34N12O7Si overall at a distorted geometry, with ωB97M-V with the def2-TZVPD basis set.

The geometry in XYZ format:
```
64
Properties=species:S:1:pos:R:3
C -2.412 -5.064 1.359
Si -0.645 -4.786 1.945
C 0.256 -6.408 1.804
C 0.191 -3.532 0.844
O -0.809 -4.233 3.543
C 0.313 -3.826 4.190
O 1.309 -4.525 4.316
N 0.207 -2.513 4.706
C 0.863 -1.534 3.809
N 1.445 -0.425 4.572
H -2.646 -6.117 1.438
H -2.568 -4.693 0.358
H -3.090 -4.541 2.025
H -0.136 -7.183 2.450
H 0.129 -6.751 0.780
H 1.320 -6.329 1.981
H 0.020 -2.503 1.126
H 1.246 -3.757 0.747
H -0.244 -3.656 -0.142
H -0.779 -2.309 4.755
H 0.144 -1.138 3.103
H 1.636 -2.057 3.267
H 2.373 -0.249 4.214
H 0.924 0.411 4.362
N -2.510 -0.204 0.155
C -1.192 -0.175 -0.176
N -0.906 0.113 -1.467
O -0.309 -0.385 0.666
H -3.248 -0.012 -0.495
H -2.745 -0.376 1.112
H 0.061 0.182 -1.733
H -1.613 0.286 -2.163
N 3.604 2.180 -1.067
C 2.246 2.057 -1.159
N 1.581 1.966 0.032
O 1.657 2.019 -2.233
H 4.089 2.205 -0.192
H 4.130 2.253 -1.925
H 0.587 1.849 0.003
H 2.041 1.961 0.920
N -3.040 3.664 2.994
C -2.778 2.343 2.747
N -1.534 1.912 3.121
O -3.589 1.607 2.215
H -2.386 4.289 3.422
H -3.940 4.009 2.723
H -1.294 0.960 2.909
H -0.851 2.502 3.554
N 3.446 5.060 -4.535
C 4.516 4.574 -3.841
N 5.441 5.505 -3.448
O 4.633 3.388 -3.586
H 3.320 6.028 -4.756
H 2.744 4.398 -4.808
H 6.236 5.173 -2.938
H 5.361 6.483 -3.646
N -1.747 1.435 -5.848
C -2.766 1.072 -5.015
N -4.026 1.176 -5.535
O -2.560 0.681 -3.878
H -1.887 1.758 -6.786
H -0.814 1.373 -5.485
H -4.789 0.914 -4.941
H -4.217 1.493 -6.464
```

Summary:
* highest occupied orbital energy: -0.340 hartree
* orbital gap: 9.7 eV
* net charge: 0
* total energy: -51020.6738 eV
* largest force on an atom: 1.88 eV/Å

natural (NBO) atomic charge list, values in e, 5 entries: atom 1 (C): -1.13, atom 2 (Si): 1.86, atom 3 (C): -1.14, atom 4 (C): -1.16, atom 5 (O): -0.86



No. 2
Computed, not measured: a 7-piece molecular cluster, C10H34O7 overall at a distorted geometry, with ωB97M-V with the def2-TZVPD basis set.

The geometry in XYZ format:
```
51
Properties=species:S:1:pos:R:3
C 2.739 0.535 2.471
C 1.838 1.391 1.568
C 2.112 2.866 1.770
O 2.191 1.084 0.211
H 3.768 0.560 2.112
H 2.501 -0.531 2.454
H 2.587 0.854 3.502
H 0.785 1.201 1.794
H 1.954 3.211 2.792
H 1.589 3.570 1.119
H 3.167 2.993 1.510
H 1.764 1.799 -0.284
C 2.707 -1.567 -2.643
C 2.796 -1.980 -1.146
C 3.301 -3.416 -1.033
O 3.638 -1.118 -0.409
H 2.125 -2.351 -3.129
H 3.712 -1.413 -3.031
H 2.157 -0.632 -2.772
H 1.798 -1.990 -0.701
H 4.355 -3.486 -1.308
H 2.730 -4.195 -1.539
H 3.207 -3.768 -0.002
H 3.151 -0.311 -0.161
C -2.653 1.225 0.984
C -3.559 2.419 1.233
O -3.581 3.304 0.133
H -2.980 0.625 0.137
H -2.522 0.594 1.863
H -1.639 1.599 0.832
H -2.975 2.908 2.025
H -4.469 2.211 1.801
H -3.416 2.795 -0.674
C -3.606 -2.037 0.797
C -2.891 -3.364 0.678
O -1.682 -3.199 -0.096
H -4.592 -2.032 1.273
H -3.728 -1.457 -0.116
H -3.119 -1.452 1.581
H -3.624 -4.063 0.270
H -2.535 -3.757 1.630
H -1.616 -2.251 -0.266
O -2.896 1.985 -2.262
H -2.458 1.724 -3.078
H -3.717 2.399 -2.554
O -0.296 -0.435 -0.623
H -0.619 0.107 -1.346
H 0.583 -0.082 -0.427
O 0.754 2.085 -2.014
H -0.141 2.372 -2.224
H 1.303 2.470 -2.705
```

Summary:
* highest occupied orbital energy: -0.343 hartree
* orbital gap: 9.0 eV
* net charge: 0
* total energy: -25252.7028 eV
* largest force on an atom: 2.66 eV/Å
* relative energy (zero: lowest compared OMol25 entry of this formula, charge and spin): 32.9 kcal/mol

natural (NBO) atomic charge list, values in e, 5 entries: atom 1 (C): -0.64, atom 2 (C): 0.09, atom 3 (C): -0.64, atom 4 (O): -0.77, atom 5 (H): 0.22



No. 3
Computed, not measured: a 8-piece molecular cluster, C10H35ClN2O11P3 overall at a distorted geometry, with ωB97M-V with the def2-TZVPD basis set.

The geometry in XYZ format:
```
62
Properties=species:S:1:pos:R:3
O 0.550 -1.748 -1.469
P 1.232 -0.812 -2.350
O 2.707 -0.566 -1.781
O 1.409 -1.362 -3.829
P 0.300 1.171 -2.337
N -1.422 0.803 -2.122
C -2.047 -0.360 -2.003
N -3.328 -0.094 -1.886
C -3.556 1.249 -1.934
C -2.359 1.840 -2.075
P -1.830 3.612 -2.191
O -2.534 4.110 -3.580
Cl -2.859 4.465 -0.649
H 2.927 0.345 -2.040
H 1.397 -0.645 -4.475
H 0.393 1.593 -3.689
H -1.563 -1.325 -2.014
H -4.061 -0.785 -1.800
H -4.505 1.751 -1.882
H -2.220 3.522 -4.281
C 2.079 -3.894 1.504
O 0.984 -3.658 0.618
H 1.922 -4.850 1.996
H 3.021 -3.929 0.948
H 2.126 -3.107 2.261
H 1.131 -2.809 0.188
C -4.802 3.713 2.818
O -5.346 3.455 1.518
H -5.476 3.284 3.556
H -3.819 3.239 2.913
H -4.716 4.786 2.984
H -4.747 3.829 0.870
C -1.397 0.591 1.892
O -2.198 0.087 0.817
H -1.777 0.172 2.818
H -0.355 0.291 1.763
H -1.464 1.681 1.937
H -1.855 0.467 0.009
C 2.435 -4.603 5.396
O 3.206 -3.424 5.610
H 1.431 -4.305 5.103
H 2.881 -5.201 4.597
H 2.382 -5.195 6.313
H 4.090 -3.698 5.867
C 3.499 -5.337 -2.199
O 2.785 -4.112 -2.346
H 3.998 -5.552 -3.141
H 4.251 -5.252 -1.410
H 2.813 -6.154 -1.964
H 2.347 -3.930 -1.507
C 5.498 -1.611 -3.413
O 6.286 -0.438 -3.211
H 4.487 -1.299 -3.654
H 5.896 -2.202 -4.242
H 5.477 -2.216 -2.504
H 7.179 -0.719 -2.998
C -3.799 7.774 3.053
O -4.343 6.686 2.301
H -4.471 7.979 3.881
H -2.814 7.512 3.447
H -3.717 8.666 2.429
H -3.741 6.517 1.573
```

Summary:
* highest occupied orbital energy: -0.435 hartree
* orbital gap: 8.0 eV
* net charge: +1
* total energy: -76821.9286 eV
* largest force on an atom: 2.05 eV/Å

natural (NBO) atomic charge list, values in e, 5 entries: atom 1 (O): -1.10, atom 2 (P): 2.09, atom 3 (O): -0.93, atom 4 (O): -0.94, atom 5 (P): 0.37



No. 4
Computed, not measured: C10H36F2InNO14S2 as an isolated structure at a distorted geometry, with ωB97M-V with the def2-TZVPD basis set.

The geometry in XYZ format:
```
66
Properties=species:S:1:pos:R:3
In 12.212 -10.081 -22.450
O 6.836 -7.372 -21.555
C 7.125 -8.536 -20.795
C 8.617 -8.979 -20.437
O 9.460 -9.147 -21.587
H 6.686 -9.429 -21.239
H 6.657 -8.398 -19.820
H 8.564 -9.835 -19.765
H 9.123 -8.225 -19.834
N 12.857 -10.224 -19.660
S 12.430 -9.868 -18.239
O 13.262 -9.070 -17.382
O 11.506 -10.825 -17.641
F 11.481 -8.708 -18.811
S 14.256 -11.160 -19.087
O 14.118 -12.310 -18.226
O 15.519 -10.456 -19.007
F 14.527 -11.879 -20.488
C 9.105 -12.946 -16.995
O 9.885 -12.498 -15.888
H 8.825 -12.111 -17.638
H 9.721 -13.684 -17.507
H 8.182 -13.364 -16.591
H 10.671 -12.075 -16.241
C 12.443 -5.314 -17.470
O 13.194 -4.425 -18.337
H 11.827 -4.807 -16.727
H 11.710 -5.818 -18.100
H 13.130 -6.004 -16.979
H 14.039 -4.369 -17.885
C 18.286 -9.057 -17.432
O 18.377 -7.998 -18.288
H 18.321 -8.565 -16.460
H 17.368 -9.643 -17.419
H 19.234 -9.586 -17.534
H 19.204 -7.569 -18.054
C 14.543 -14.925 -20.135
O 15.017 -15.184 -21.376
H 14.568 -15.832 -19.532
H 15.195 -14.249 -19.581
H 13.519 -14.553 -20.099
H 14.841 -14.574 -22.095
C 14.194 -6.993 -20.737
O 13.688 -7.292 -22.045
H 14.162 -7.848 -20.061
H 15.273 -6.868 -20.836
H 13.646 -6.169 -20.280
H 13.654 -6.476 -22.549
C 16.335 -10.273 -22.277
O 15.142 -9.564 -22.705
H 16.189 -11.351 -22.211
H 17.191 -10.173 -22.945
H 16.400 -9.869 -21.267
H 15.490 -8.674 -22.794
C 17.925 -12.892 -19.732
O 18.443 -14.034 -19.084
H 17.948 -12.046 -19.045
H 18.614 -12.659 -20.544
H 16.953 -13.063 -20.194
H 18.419 -14.735 -19.739
C 14.489 -7.887 -14.877
O 13.121 -7.826 -14.802
H 14.764 -7.379 -15.801
H 15.121 -7.397 -14.135
H 14.792 -8.934 -14.889
H 12.764 -8.157 -15.630
```

Summary:
* highest occupied orbital energy: -0.354 hartree
* orbital gap: 4.7 eV
* net charge: 0
* total energy: -73374.5421 eV
* largest force on an atom: 7.59 eV/Å
* relative energy (zero: lowest compared OMol25 entry of this formula, charge and spin): 2.7 kcal/mol

natural (NBO) atomic charge list, values in e, 5 entries: atom 1 (In): 0.95, atom 2 (O): -0.28, atom 3 (C): -0.11, atom 4 (C): -0.07, atom 5 (O): -0.45